[1]
{"formula": "C9H40AgBN18O9", "method": "the ωB97M-V functional and the def2-TZVPD basis", "species": ["Ag", "O", "O", "O", "O", "O", "O", "O", "O", "O", "N", "N", "N", "N", "N", "N", "N", "N", "N", "N", "N", "N", "N", "N", "N", "N", "N", "N", "C", "C", "C", "C", "C", "C", "C", "C", "C", "B", "H", "H", "H", "H", "H", "H", "H", "H", "H", "H", "H", "H", "H", "H", "H", "H", "H", "H", "H", "H", "H", "H", "H", "H", "H", "H", "H", "H", "H", "H", "H", "H", "H", "H", "H", "H", "H", "H", "H", "H"], "xyz": [[-0.375, 0.169, 2.045], [-1.349, 2.324, 2.032], [-0.617, -1.546, -3.745], [0.120, -1.916, 1.909], [5.875, -0.285, -0.757], [1.416, 1.659, 1.962], [-4.245, -2.558, -1.641], [2.761, 2.601, -3.183], [-2.538, -0.470, 2.537], [2.780, -3.202, -3.204], [-4.351, -0.107, 3.737], [3.286, -2.711, -1.144], [-1.283, -3.137, 3.262], [-2.132, -2.409, -0.978], [1.306, 2.248, -1.608], [-2.211, 4.114, 2.752], [-1.129, -1.029, -5.800], [1.653, 3.824, 2.653], [-1.043, 4.073, 0.852], [2.869, 2.241, 3.568], [-4.606, -0.817, 1.786], [0.023, -4.209, 1.962], [3.849, 0.455, -0.146], [1.683, -1.661, -1.950], [1.121, 1.166, -3.458], [-3.236, -0.692, -1.031], [-2.584, -2.024, -4.631], [5.604, 1.210, 0.804], [-3.766, -0.443, 2.683], [5.183, 0.402, -0.129], [-1.546, 3.488, 1.867], [1.842, 1.974, -2.800], [-0.347, -2.957, 2.375], [-3.313, -1.976, -1.218], [2.540, -2.573, -2.172], [1.941, 2.516, 2.751], [-1.398, -1.460, -4.620], [-0.177, 0.170, -0.213], [-1.501, -1.641, -0.802], [1.247, 4.161, 1.791], [1.525, 0.884, -4.339], [-2.295, 3.589, 3.611], [-2.368, -0.217, -0.827], [-0.276, 1.142, 0.245], [3.278, 1.318, 3.570], [-0.127, -0.931, -5.876], [-4.062, -0.196, -1.333], [-1.913, -3.288, -1.425], [-0.216, -5.033, 2.496], [3.310, 1.078, 0.438], [0.556, 1.755, -1.147], [3.294, 2.991, 4.094], [-3.221, -1.780, -5.376], [-0.809, -0.620, 0.160], [1.029, -1.367, -2.662], [3.391, -0.134, -0.827], [0.769, -0.146, 0.200], [-0.579, 3.584, 0.099], [-1.350, -4.111, 3.522], [-0.108, 0.098, -1.288], [4.999, 1.927, 1.179], [0.498, 0.581, -2.919], [3.928, -3.469, -1.320], [-5.577, -0.741, 2.055], [2.927, -2.348, -0.272], [-3.738, 0.213, 4.474], [6.597, 1.232, 0.987], [1.917, 4.461, 3.391], [1.598, -1.436, -0.970], [-1.894, 5.049, 2.966], [2.006, 2.705, -1.040], [-2.909, -2.374, -3.741], [-1.271, 5.022, 0.595], [0.800, -4.187, 1.318], [-5.351, 0.015, 3.803], [-1.721, -2.301, 3.621], [-4.106, -0.823, 0.909], [-1.882, -1.113, -6.469]], "atomic_forces_ev_per_a": [[-0.3, 0.1, 2.3], [0.1, -4.8, 0.6], [3.0, 0.3, 4.0], [0.6, -0.3, -0.4], [3.1, -3.4, -3.2], [1.7, 2.0, 1.2], [-3.8, -2.4, -1.4], [4.1, 1.8, -1.9], [0.1, -0.3, 0.0], [-0.6, 0.1, -0.6], [-1.6, 2.5, 7.2], [3.5, -1.9, 3.8], [-1.2, 1.2, 1.4], [3.7, -3.8, 0.8], [0.0, 1.7, 3.2], [-2.8, 4.1, 4.4], [1.8, 2.4, -3.1], [-0.8, 1.3, -0.1], [1.9, 3.9, -4.7], [3.5, -1.4, 3.4], [-1.0, -1.1, -3.0], [1.9, 0.7, -1.7], [-2.6, -0.9, -1.3], [-4.0, 3.4, 0.0], [-2.4, -3.9, -3.7], [-2.9, 5.5, 0.6], [-3.3, -1.3, 1.5], [2.5, 3.0, 3.4], [3.1, -0.9, -2.1], [-3.0, 1.2, 1.4], [1.4, -2.9, -0.6], [-1.0, 2.0, 2.6], [0.1, -1.8, -0.7], [1.0, 0.8, -0.4], [1.1, -2.1, -4.4], [-3.1, -1.0, -4.9], [-1.7, -1.6, -0.7], [0.0, -0.1, -0.4], [1.2, -1.4, -0.2], [-0.2, 0.0, 0.5], [-0.4, -0.4, 0.1], [-0.1, -0.2, -0.1], [-0.3, 0.3, -0.1], [-1.1, 3.7, 0.5], [-0.3, 0.1, 0.3], [-0.3, 0.4, -1.4], [0.4, 0.5, 0.1], [0.7, 0.2, 0.4], [0.4, 0.2, -0.4], [-0.1, -0.4, -0.2], [0.5, -0.1, -0.2], [0.2, -0.5, 0.0], [-0.3, -0.4, 0.7], [-3.0, -2.4, 1.1], [-0.2, -0.3, 0.4], [-0.2, 0.4, 0.0], [4.0, -1.2, 0.8], [-0.1, -0.5, 0.4], [-1.1, 0.9, 0.8], [-0.2, -0.1, -3.6], [0.5, -0.2, 0.0], [0.0, -0.2, -0.7], [0.3, 0.1, 1.2], [0.1, -0.2, -1.4], [1.1, -0.6, 0.3], [-0.5, 0.1, 0.3], [-0.3, 0.3, -0.1], [0.0, 0.1, -0.4], [-1.0, 0.8, -0.7], [-0.3, 0.3, -0.2], [-0.4, 0.0, 0.3], [-0.6, 0.1, -0.3], [-0.1, -0.1, 0.2], [0.0, -0.7, 0.2], [0.5, 0.1, 0.2], [-0.4, -0.4, 0.5], [-1.2, -0.4, -1.1], [1.3, 0.3, -0.7]], "lowdin_spin": [1.08, 0.10, 0.00, 0.19, 0.00, 0.08, 0.00, 0.00, 0.09, 0.00, 0.01, 0.00, 0.01, 0.00, 0.00, 0.01, 0.00, 0.01, 0.00, 0.02, 0.00, 0.01, 0.00, 0.00, 0.00, 0.00, 0.00, 0.00, 0.02, 0.00, 0.02, 0.00, 0.05, 0.00, 0.00, 0.07, 0.00, 0.05, 0.00, 0.00, 0.00, 0.01, 0.00, 0.01, 0.01, 0.00, 0.00, 0.00, 0.00, 0.00, 0.00, 0.01, 0.00, 0.01, 0.00, 0.00, 0.01, 0.00, 0.00, 0.02, 0.00, 0.00, 0.00, 0.00, 0.00, 0.02, 0.00, 0.01, 0.00, 0.01, 0.00, 0.00, 0.00, 0.00, 0.00, 0.02, 0.00, 0.00], "homo_lumo_gap_ev": [3.42, 5.83], "multiplicity": 3, "e_tot_ev": -59902.2987, "e_homo_ev": [-3.239, -8.570]}



[2]
{"formula": "C9H40N18O11", "method": "the ωB97M-V functional and the def2-TZVPD basis", "species": ["O", "O", "O", "O", "O", "O", "O", "O", "O", "O", "O", "N", "N", "N", "N", "N", "N", "N", "N", "N", "N", "N", "N", "N", "N", "N", "N", "N", "N", "C", "C", "C", "C", "C", "C", "C", "C", "C", "H", "H", "H", "H", "H", "H", "H", "H", "H", "H", "H", "H", "H", "H", "H", "H", "H", "H", "H", "H", "H", "H", "H", "H", "H", "H", "H", "H", "H", "H", "H", "H", "H", "H", "H", "H", "H", "H", "H", "H"], "xyz": [[0.890, 3.754, -4.413], [-2.900, 0.142, 4.903], [1.832, 1.440, 1.193], [-0.732, 2.151, -0.414], [1.248, -2.213, 3.567], [4.155, 1.860, -2.299], [2.767, -3.678, -0.198], [-0.459, -1.228, -2.637], [-3.630, 0.210, -4.319], [-0.417, -0.501, 0.172], [-3.765, -0.306, 0.018], [5.626, 0.240, -1.571], [2.073, -1.870, 1.489], [-2.592, -2.240, -0.136], [-2.510, 2.054, 1.031], [-4.817, -2.125, -0.719], [0.464, -3.530, -0.033], [1.138, 2.890, 2.748], [-2.246, 1.083, -2.729], [1.177, 2.783, -2.407], [3.454, 0.103, -1.073], [-2.634, 2.288, -4.521], [-1.297, 3.878, 0.998], [-1.637, -0.266, 3.099], [-1.084, -1.188, 5.163], [1.916, 0.783, 3.345], [2.832, -3.605, 2.614], [1.391, -4.827, -1.614], [-0.735, 3.951, -2.823], [-1.892, -0.399, 4.435], [2.046, -2.508, 2.677], [-3.701, -1.473, -0.352], [1.604, 1.677, 2.387], [-2.900, 1.111, -3.922], [4.421, 0.853, -1.653], [1.644, -3.965, -0.558], [0.415, 3.458, -3.319], [-1.324, 2.583, 0.576], [3.459, -3.813, 1.864], [0.979, 3.576, 2.037], [0.541, -3.021, 0.833], [-3.070, 2.695, -5.330], [-1.808, 2.803, -4.264], [-1.642, 1.835, -2.456], [3.728, -0.737, -0.600], [-1.897, -1.768, 0.424], [-2.909, 2.509, 1.828], [5.826, -0.697, -1.285], [-0.095, -0.852, -0.667], [2.128, -5.442, -1.914], [0.919, 3.173, 3.688], [-5.666, -1.594, -0.635], [6.399, 0.802, -1.888], [-1.227, 4.668, -3.328], [-0.151, 0.444, 0.148], [0.699, 2.359, -1.616], [-2.842, 1.202, 0.591], [1.727, 1.053, 4.295], [2.181, 2.869, -2.429], [2.784, -2.186, 0.859], [1.931, -0.180, 3.048], [-0.908, -0.957, -3.447], [-2.308, 0.249, 2.559], [2.476, 0.324, -1.111], [-0.448, -2.188, -2.675], [-0.766, 3.958, -1.817], [-1.833, 4.082, 1.819], [-2.572, -3.169, -0.511], [0.800, -4.422, -2.321], [-1.120, -0.915, 6.130], [1.282, -1.283, 1.249], [-0.347, -1.683, 4.687], [-4.885, -3.126, -0.657], [-0.772, -0.593, 2.700], [2.733, -4.140, 3.465], [-0.447, 4.314, 0.670], [-0.368, -3.799, -0.518], [-2.332, 0.277, -2.134]], "atomic_forces_ev_per_a": [[-1.1, -0.1, 0.0], [0.7, 0.1, 0.2], [-0.6, -0.1, 0.4], [0.8, 0.0, 1.1], [0.4, -0.3, 0.4], [0.9, 0.1, 0.7], [0.8, -0.6, 0.1], [0.2, -0.4, 0.0], [0.1, 0.4, -0.1], [0.8, 0.1, 0.5], [0.4, 0.5, -0.5], [1.8, 1.2, -0.4], [-0.2, 1.6, 1.1], [-0.7, 0.4, -0.6], [1.8, -0.8, -0.2], [-0.7, -0.4, -0.9], [1.3, 0.2, 0.0], [-0.4, 0.8, 0.9], [0.1, -0.8, 0.3], [-0.9, -0.7, 0.6], [-0.3, -0.6, 0.4], [0.3, 1.7, -1.5], [2.2, -0.1, -0.8], [0.6, -0.5, 0.3], [0.1, 0.2, 0.0], [-0.2, 0.5, 0.6], [-0.4, -0.4, 2.8], [-0.2, -0.2, -0.2], [-1.5, 0.0, 0.6], [-2.1, 0.7, -0.8], [-0.7, -0.3, -1.9], [-0.1, -0.3, 2.2], [1.1, -0.2, -2.0], [-0.3, -0.4, 0.7], [-2.0, -0.7, -1.0], [-1.0, -0.5, -0.8], [3.6, 1.0, -0.7], [-4.5, 0.5, -1.3], [-0.1, -0.2, -0.1], [0.2, -0.2, -0.1], [-0.7, 0.2, -0.3], [-0.4, -0.9, -0.1], [-0.2, -0.2, 0.3], [-0.1, 0.0, 0.2], [-0.2, 0.0, 0.2], [0.5, -0.3, -0.4], [-0.6, -0.6, 0.0], [-0.4, 0.0, 0.1], [-0.3, 0.1, -0.3], [0.2, 0.5, -0.3], [0.1, -0.3, 0.0], [0.0, 0.0, -0.2], [0.0, -0.2, -0.1], [0.2, 0.0, 0.0], [-0.3, -0.3, 0.0], [0.6, 0.4, -0.1], [-0.4, -0.3, 0.3], [-0.1, -0.6, 0.1], [0.1, -0.5, -0.4], [-0.5, 0.2, -0.7], [0.1, 0.0, 0.4], [0.0, 0.3, 0.1], [0.2, -0.1, -0.1], [0.2, 0.4, 0.0], [0.0, 0.0, -0.1], [-0.4, 0.1, 0.0], [0.5, 0.8, 0.1], [0.3, 0.0, 0.3], [0.1, -0.5, -0.2], [0.4, -0.7, 0.1], [0.4, 0.5, -0.3], [0.5, 0.0, 0.5], [0.0, 0.1, 0.0], [-0.1, 0.1, -0.2], [0.7, -0.4, -0.3], [-0.3, 0.8, 0.8], [-0.3, -0.1, 0.6], [0.0, 0.1, 0.0]], "lowdin_charge": [0.02, -0.01, 0.00, -0.04, 0.00, 0.02, 0.01, -0.05, 0.01, -0.09, 0.01, 0.15, 0.14, 0.16, 0.18, 0.17, 0.19, 0.17, 0.17, 0.17, 0.17, 0.16, 0.15, 0.17, 0.17, 0.19, 0.18, 0.14, 0.13, -0.70, -0.67, -0.66, -0.67, -0.68, -0.67, -0.62, -0.69, -0.61, 0.09, 0.08, 0.08, 0.11, 0.05, 0.05, 0.07, 0.06, 0.10, 0.09, 0.01, 0.10, 0.10, 0.11, 0.10, 0.12, 0.02, 0.05, 0.06, 0.11, 0.08, 0.06, 0.05, 0.05, 0.06, 0.09, 0.03, 0.08, 0.11, 0.09, 0.09, 0.11, 0.07, 0.05, 0.10, 0.06, 0.12, 0.11, 0.09, 0.07], "homo_lumo_gap_ev": 8.86, "e_tot_ev": -59334.7362, "e_above_lowest_ev": 2.354, "e_homo_ev": -9.014}